Entry from the OMol25 dataset: C52H50IN8STm as an isolated structure (ωB97M-V with the def2-TZVPD basis set).

Summary:
* E: -4230.7842 hartree
* energy relative to the best compared isomer or geometry (same formula, charge and spin): 4.6 kcal/mol
* multiplicity: 3
* HOMO-LUMO gap (alpha / beta): 5.57 / 5.57 eV

Geometry as XYZ:
```
113
Properties=species:S:1:pos:R:3:lowdin_charge:R:1
Tm 0.22128 -0.37018 -0.02328 1.3966
I -2.22681 3.10465 0.90871 0.6541
S 1.59293 2.65795 -1.52150 0.7595
N 2.27191 0.37964 1.09805 0.0326
N 2.06030 -0.89560 -1.51037 0.0210
N -1.21712 0.50713 -2.50836 -0.2661
N 0.12676 -2.82336 -0.41471 0.0325
N 0.28942 -1.51050 2.14895 0.0281
N -2.82948 -1.08740 -0.46321 -0.2509
N 2.47591 5.06858 -1.00535 0.0838
N 1.25672 4.05808 0.66685 0.1101
C -0.92512 1.38164 1.43186 -0.7291
C 5.13812 1.21407 -1.20940 -0.2074
C 2.14835 -4.50734 -4.16682 -0.0389
C 0.39894 -3.40421 -1.61676 -0.2492
C -2.39082 -0.33104 -2.79241 -0.1863
C -3.02467 -2.52100 -0.65100 -0.0962
C -1.97214 -6.30077 4.13976 -0.0762
C 2.33482 0.66815 2.42755 -0.2473
C 4.24069 1.46796 1.54578 0.0132
C 1.55020 0.88536 4.74869 -0.1948
C 0.15753 -3.42560 -4.94304 -0.0230
C 3.66744 -0.39164 -3.07365 0.0120
C 1.53607 2.27418 4.87499 -0.0359
C -2.99808 -6.90508 3.43161 -0.0895
C 1.88909 -1.67734 -2.61363 -0.2788
C -0.36588 -3.81101 0.38404 -0.2621
C -0.39796 -5.05865 -0.33605 0.0002
C -1.56900 -4.76947 2.31378 -0.1820
C 3.55902 1.37339 2.71341 0.0039
C 6.17602 0.35138 -1.55909 -0.0390
C 3.83582 0.64749 -0.79029 -0.1271
C 1.76283 2.10126 7.25790 -0.0901
C 7.58147 2.21499 -2.11000 -0.0920
C 0.21418 -4.16700 -6.11070 -0.0783
C 7.38605 0.84789 -2.00465 -0.0781
C -3.37244 -0.37688 -1.62436 -0.1926
C 3.17905 -0.15246 -1.73769 -0.2835
C -0.82384 -3.65035 1.70591 -0.0754
C -0.57968 -2.50407 2.48237 -0.2443
C -1.11546 -2.26378 3.79983 -0.0067
C 1.80212 0.72150 7.14388 -0.0773
C 1.41157 0.26514 3.41583 -0.0765
C 1.69892 0.11883 5.90339 -0.0391
C -3.31205 -6.44279 2.16606 -0.0752
C 1.07505 -2.81367 -2.69222 -0.0887
C -3.57351 -0.71154 0.74138 -0.0953
C 1.64090 2.87486 6.11610 -0.0775
C 2.85606 -1.32517 -3.62316 0.0119
C 1.12380 -3.59007 -3.95874 -0.2265
C 3.42847 0.83808 0.53891 -0.2636
C -1.26638 -5.24434 3.59112 -0.0367
C 2.20067 -5.25112 -5.33015 -0.0760
C -2.60315 -5.39432 1.61371 -0.0484
C 5.35301 2.58554 -1.29362 -0.0346
C -1.62168 1.91674 -2.49608 -0.1528
C -0.26916 0.36841 -3.61624 -0.1044
C 0.03994 -4.79703 -1.59113 0.0158
C 0.42861 -0.72568 3.25659 -0.2642
C -0.49477 -1.15829 4.27848 0.0040
C 1.76686 4.00896 -0.56766 -0.9002
C 6.56388 3.07980 -1.74414 -0.0790
C 1.23014 -5.08614 -6.30509 -0.0903
H 2.99918 -5.96451 -5.47218 0.1029
H -4.11222 -6.90184 1.60422 0.1038
H -3.54198 -7.73256 3.86201 0.1002
H -2.85918 -5.05711 0.62150 0.1018
H -0.67536 -6.00808 0.08057 0.1118
H 8.51911 2.60559 -2.47587 0.0988
H 5.21366 1.89186 1.38530 0.1110
H -2.40525 -2.89941 -1.46105 0.0827
H 6.02164 -0.71505 -1.47450 0.1252
H 1.63193 3.95259 6.19387 0.1020
H 1.26418 -5.67033 -7.21343 0.1003
H -2.92915 0.05368 -3.67613 0.1316
H 2.50061 5.93443 -0.49553 0.1035
H 6.71494 4.14712 -1.82165 0.1001
H -1.57786 0.87755 2.15966 -0.0788
H -2.39924 2.09963 -1.76482 -0.0116
H -3.61729 0.64078 -1.32122 0.0990
H -0.70228 0.74497 -4.55508 0.1007
H 0.15505 -5.48003 -2.41082 0.1119
H -0.54421 -4.02778 -6.86757 0.1022
H 2.92302 -1.76487 -4.60022 0.1154
H -1.71900 -6.66462 5.12507 0.1027
H 2.79489 5.05546 -1.95767 0.0907
H 0.62901 0.94576 -3.40164 0.0477
H 1.23339 4.90495 1.20936 0.1114
H -1.88918 -2.83862 4.27291 0.1114
H 1.42797 2.88537 3.98975 0.1122
H -3.58037 0.36814 0.86276 0.0308
H 3.87705 1.71262 3.68038 0.1104
H -0.66064 -0.67349 5.22168 0.1122
H -4.31082 -0.84540 -1.96752 0.1284
H -0.76338 2.53605 -2.24750 -0.0031
H -3.10057 -1.16596 1.61276 0.0823
H -1.99935 2.22682 -3.48048 0.0963
H -2.74890 -3.02777 0.26769 0.0555
H 0.00612 -0.67374 -3.75564 0.0574
H -0.19746 1.89578 2.08032 -0.1023
H 8.17592 0.16488 -2.28055 0.1022
H 1.74791 -0.95741 5.82332 0.1205
H 0.71420 3.26639 0.97732 0.0047
H 1.92355 0.10990 8.02598 0.1025
H -0.64238 -2.71200 -4.80013 0.1052
H -2.04163 -1.34454 -3.00903 0.1078
H 4.51692 0.08396 -3.52526 0.1140
H 1.82538 2.56989 8.22934 0.1001
H 4.55636 3.26262 -1.02140 0.0876
H -4.61747 -1.05515 0.69158 0.0969
H 2.90002 -4.62841 -3.40053 0.1280
H -0.45847 -4.79246 4.14906 0.1182
H -4.07909 -2.74976 -0.87564 0.1009
```